1.
{
  "formula": "C17H15N5OSn",
  "method": "ωB97M-V/def2-TZVPD",
  "symbols": ["Sn", "C", "C", "C", "C", "C", "C", "N", "N", "C", "C", "C", "C", "C", "N", "H", "H", "H", "H", "H", "H", "H", "H", "H", "N", "C", "O", "C", "C", "C", "N", "C", "C", "H", "H", "H", "H", "H", "H"],
  "xyz": [[0.35029, 0.30344, -0.77302], [5.66231, 0.08869, -3.26203], [6.09038, 0.08219, -1.93496], [5.17576, 0.08685, -0.88388], [3.79726, 0.09166, -1.19254], [3.37891, 0.08652, -2.52962], [4.29952, 0.08404, -3.55403], [2.77441, 0.11237, -0.24370], [3.13717, 0.09276, 1.03399], [2.12087, 0.10150, 1.89899], [2.45301, 0.08496, 3.30289], [1.45104, 0.07950, 4.23732], [0.10891, 0.08034, 3.80978], [-0.16371, 0.09917, 2.46506], [0.80711, 0.12418, 1.51154], [6.38733, 0.09511, -4.06864], [7.15254, 0.09171, -1.71289], [5.48793, 0.08069, 0.16128], [2.30535, 0.07145, -2.76320], [3.95164, 0.08380, -4.58467], [3.50893, 0.09071, 3.54556], [1.70383, 0.08137, 5.29570], [-0.72827, 0.07328, 4.50100], [-1.18917, 0.07999, 2.09659], [-7.10534, -1.03011, -0.74574], [-6.38879, 0.06723, -0.37872], [-6.94787, 1.14085, -0.06350], [-4.91176, -0.01804, -0.36597], [-4.15073, -1.12824, -0.70176], [-2.76847, -1.04930, -0.67473], [-2.10570, 0.07260, -0.33562], [-2.84208, 1.15490, 0.00837], [-4.21649, 1.15323, 0.00725], [-8.11327, -0.93433, -0.75527], [-6.63214, -1.87243, -1.02431], [-4.61715, -2.05450, -1.00293], [-2.14616, -1.89345, -0.94001], [-2.27085, 2.02564, 0.31970], [-4.80657, 2.01966, 0.29672]],
  "e_homo_ha": -0.5509,
  "relative_energy_kcal_mol": 0.0,
  "orbital_gap_ev": 5.826,
  "charge": 2
}



2.
{
  "formula": "C24H57F6N7O7PV",
  "method": "ωB97M-V/def2-TZVPD",
  "symbols": ["O", "V", "P", "F", "F", "F", "F", "F", "F", "C", "C", "N", "C", "C", "C", "C", "H", "H", "H", "H", "H", "H", "H", "H", "H", "H", "H", "H", "H", "H", "H", "C", "O", "N", "C", "C", "H", "H", "H", "H", "H", "H", "H", "C", "O", "N", "C", "C", "H", "H", "H", "H", "H", "H", "H", "C", "O", "N", "C", "C", "H", "H", "H", "H", "H", "H", "H", "C", "O", "N", "C", "C", "H", "H", "H", "H", "H", "H", "H", "C", "O", "N", "C", "C", "H", "H", "H", "H", "H", "H", "H", "C", "O", "N", "C", "C", "H", "H", "H", "H", "H", "H", "H"],
  "xyz": [[-0.35472, -0.20533, -0.87927], [0.35527, 0.93966, -0.08969], [-3.89631, -0.01063, -3.31890], [-2.74859, 0.63487, -2.47216], [-2.96372, -0.06203, -4.61572], [-3.35358, -1.46562, -2.86019], [-5.15322, -0.79746, -4.00824], [-4.85771, 0.16152, -1.92350], [-4.36805, 1.45538, -3.82978], [0.64830, -4.98634, 2.15585], [-0.14826, -6.13012, 1.48709], [-0.89394, -5.45679, 0.41625], [-0.10228, -5.05970, -0.78619], [-0.53959, -3.62873, -1.30374], [-2.07094, -6.20513, -0.08513], [-3.42425, -5.78275, 0.61243], [0.05777, -4.40473, 2.86374], [1.16976, -4.28381, 1.50574], [1.49878, -5.27021, 2.77569], [0.52451, -6.74953, 0.89398], [-0.86739, -6.64936, 2.12062], [0.94927, -5.08504, -0.50040], [0.02534, -5.88209, -1.49010], [-1.60001, -3.37810, -1.27593], [0.06435, -2.87638, -0.79646], [-0.33779, -3.55742, -2.37252], [-1.95601, -7.26059, 0.16164], [-2.22739, -6.24917, -1.16294], [-4.26126, -6.30325, 0.14703], [-3.59600, -4.73160, 0.38069], [-3.52431, -5.87979, 1.69348], [0.71281, 2.66832, -3.05980], [0.52326, 1.93963, -2.10035], [0.74967, 4.06257, -2.95280], [1.17327, 4.87883, -4.08904], [0.73558, 4.65886, -1.64962], [0.98228, 2.38554, -4.08918], [1.04507, 4.38817, -5.05387], [2.21909, 5.11649, -3.89442], [0.65511, 5.81653, -4.28990], [0.15261, 4.09032, -0.92504], [1.76103, 4.75431, -1.29263], [0.21681, 5.60888, -1.77788], [1.81721, 3.42705, 1.55038], [1.17932, 2.76190, 0.76769], [1.28987, 4.46315, 2.17127], [2.20461, 5.36322, 2.85846], [-0.08035, 4.89995, 2.12871], [2.85074, 3.27571, 1.89837], [1.70659, 5.74627, 3.74916], [2.55495, 6.01411, 2.05740], [3.15187, 4.90351, 3.14037], [-0.09986, 5.81303, 1.53374], [-0.74176, 4.14459, 1.70437], [-0.34045, 5.13852, 3.15999], [-2.38090, 2.88014, 0.21327], [-1.36243, 2.32955, -0.10623], [-3.08236, 3.78266, -0.50114], [-2.76760, 4.16281, -1.87796], [-4.37539, 4.23530, 0.00869], [-2.74568, 2.80635, 1.24947], [-2.87178, 5.24049, -2.00391], [-3.30009, 3.54992, -2.60522], [-1.71243, 4.07687, -2.13743], [-4.67395, 3.54617, 0.79867], [-4.34258, 5.28673, 0.29420], [-5.16791, 4.12956, -0.73214], [3.47727, 0.10881, -1.71775], [2.53139, 0.20016, -0.91434], [3.81905, -1.07717, -2.28242], [3.01573, -2.24580, -1.96865], [5.09563, -1.25147, -2.93095], [4.12556, 0.95776, -1.98460], [2.06115, -1.90722, -1.56585], [3.38249, -2.91234, -1.18807], [2.77577, -2.72630, -2.91716], [5.41681, -2.29120, -2.86850], [4.93919, -1.05980, -3.99251], [5.79282, -0.45653, -2.66619], [2.40658, 0.10497, 2.76025], [1.81637, 0.22262, 1.68622], [3.56611, -0.63182, 2.87286], [4.46274, -0.46793, 3.95462], [4.09200, -1.31315, 1.66525], [2.04484, 0.55492, 3.69774], [5.47147, -0.16943, 3.66917], [4.56819, -1.32427, 4.62069], [4.01496, 0.26247, 4.62850], [5.00025, -0.91061, 1.21676], [4.19381, -2.38605, 1.82839], [3.40211, -1.35159, 0.82224], [-1.55008, -0.26034, 2.50441], [-0.97430, 0.43826, 1.65179], [-2.49937, -1.13457, 2.19546], [-2.99678, -2.06177, 3.22507], [-3.00602, -1.19841, 0.83777], [-1.29642, -0.29625, 3.57518], [-2.47961, -2.12185, 4.18269], [-2.98791, -3.09678, 2.88336], [-4.03727, -1.83265, 3.45525], [-4.01012, -1.61885, 0.89359], [-3.01357, -0.20497, 0.38932], [-2.30507, -1.72661, 0.19143]],
  "e_homo_ha": [-0.3584, -0.3584],
  "orbital_gap_ev": [6.719, 7.256],
  "spin_multiplicity": 2,
  "charge": 1
}



3.
{
  "formula": "C48H54BBaF3N10OS3Sb",
  "method": "ωB97M-V/def2-TZVPD",
  "symbols": ["Ba", "C", "C", "C", "C", "N", "N", "B", "N", "N", "C", "C", "C", "C", "C", "S", "C", "C", "C", "C", "N", "N", "C", "C", "C", "C", "C", "S", "C", "C", "C", "C", "C", "S", "C", "C", "C", "C", "H", "H", "H", "H", "H", "H", "H", "H", "H", "H", "H", "H", "H", "H", "H", "H", "H", "H", "H", "H", "H", "H", "H", "H", "H", "H", "H", "H", "H", "H", "H", "H", "H", "H", "H", "H", "H", "H", "H", "O", "H", "H", "N", "C", "N", "C", "N", "N", "C", "H", "F", "C", "C", "C", "C", "C", "C", "Sb", "C", "C", "C", "C", "F", "C", "C", "C", "C", "C", "C", "F", "C", "C", "H", "H", "H", "H", "H", "H", "H", "H", "H", "H", "H", "H"],
  "xyz": [[2.54431, -0.93107, 0.70720], [5.08741, -0.01947, -2.39191], [3.60575, 0.22499, -2.54725], [2.93967, -0.33961, -3.58918], [1.53266, -0.22312, -3.72886], [0.82144, 0.28623, -2.78400], [1.45626, 0.87232, -1.72053], [0.48689, 1.66222, -0.82999], [-0.93098, 1.19527, -1.03953], [-1.72469, 2.22997, -1.36647], [-2.98797, 2.02579, -1.63028], [-3.55322, 0.70908, -1.58254], [-2.76570, -0.31396, -1.14407], [-3.28076, -1.73357, -1.05018], [-1.38623, -0.05717, -0.85608], [-0.37463, -1.36424, -0.35758], [-3.80837, 3.26830, -1.84006], [-4.98544, 3.18632, -0.87917], [-2.99577, 4.52501, -1.50495], [-4.38643, 3.33916, -3.26921], [0.63967, 3.19279, -0.96698], [0.54758, 3.93560, -2.08605], [0.41858, 5.22078, -1.90073], [0.39694, 5.76701, -0.56533], [0.43038, 4.99928, 0.55597], [0.29935, 5.55876, 1.94088], [0.54423, 3.59399, 0.27725], [0.51896, 2.12120, 1.21431], [0.46358, 6.13876, -3.13527], [-0.53077, 7.27726, -3.08346], [1.90823, 6.71388, -3.19561], [0.17606, 5.29934, -4.40554], [2.83679, 0.98505, -1.62429], [3.52476, 1.83191, -0.33788], [0.85782, -0.86031, -4.96060], [-0.63061, -0.44696, -5.04173], [1.61485, -0.40070, -6.19790], [0.92651, -2.42679, -4.82816], [5.40048, -0.78307, -3.09544], [5.37219, -0.37061, -1.34682], [5.62288, 0.92561, -2.63369], [3.44766, -1.01313, -4.30053], [-4.58892, 0.60217, -1.92406], [-4.27636, -1.81301, -1.50378], [-3.27945, -2.04231, -0.01322], [-2.57166, -2.41019, -1.55206], [-4.60149, 3.02601, 0.15757], [-5.65544, 2.38448, -1.18228], [-5.47513, 4.14231, -0.89302], [-2.61419, 4.47022, -0.44960], [-3.61410, 5.39933, -1.64719], [-2.11781, 4.57302, -2.14691], [-4.95096, 2.42954, -3.47541], [-3.62552, 3.49654, -4.04206], [-5.09685, 4.18832, -3.35666], [0.27462, 6.86149, -0.45169], [-0.35415, 6.42456, 2.07104], [1.31435, 5.84773, 2.22621], [-0.00543, 4.75741, 2.61721], [-0.29886, 7.99637, -2.28987], [-1.53771, 6.87372, -2.98416], [-0.50544, 7.82565, -4.01679], [2.22968, 7.27883, -2.29933], [1.94960, 7.42172, -4.02469], [2.65420, 5.87611, -3.36451], [-0.86605, 4.99199, -4.41290], [0.78852, 4.39569, -4.50072], [0.38524, 5.93676, -5.25068], [-0.66893, 0.63367, -5.10197], [-1.11878, -0.76306, -4.14947], [-1.10477, -0.92908, -5.89693], [1.77020, 0.67779, -6.17754], [1.04933, -0.60944, -7.07774], [2.57026, -0.88231, -6.26370], [0.45766, -2.73362, -3.93252], [1.98249, -2.70775, -4.83402], [0.46063, -2.85294, -5.70270], [2.58178, -0.82809, 3.48538], [1.90227, -1.35079, 3.95986], [2.92279, -0.15762, 4.08505], [4.31299, -3.22637, -3.90763], [4.12279, -3.37723, -2.75738], [3.83645, -3.67047, -1.49360], [4.38327, -3.07322, -0.49029], [4.69299, -2.45842, 0.44862], [1.51720, -4.54067, 0.14455], [0.75545, -4.58789, 1.00968], [2.19239, -4.48063, -0.63459], [-0.66997, -3.98397, 11.21962], [-0.40440, -3.86240, 9.90137], [-0.01666, -2.63187, 9.37780], [0.17041, -2.51023, 8.01259], [-0.08338, -3.55669, 7.14000], [-0.46238, -4.80520, 7.65863], [-0.59938, -4.97336, 9.05885], [0.13675, -3.08605, 5.01489], [-1.80826, -3.34064, 4.20909], [-1.96567, -4.19382, 3.17421], [-3.13246, -4.17819, 2.39250], [-4.10434, -3.28850, 2.75763], [-5.20760, -3.20184, 1.98487], [-3.97587, -2.38287, 3.80253], [-2.79801, -2.39374, 4.54836], [1.26683, -4.74098, 4.23454], [2.50160, -4.37482, 3.69449], [3.37263, -5.28786, 3.13997], [3.01207, -6.63522, 3.12502], [3.86276, -7.51048, 2.56688], [1.79441, -7.04688, 3.58664], [0.93944, -6.09279, 4.17562], [0.24469, -1.86010, 10.08901], [0.52754, -1.54516, 7.63220], [-0.62583, -5.61611, 7.02172], [-0.96153, -5.87906, 9.52990], [-1.19735, -4.89335, 2.90188], [-3.30695, -4.79766, 1.50396], [-4.73868, -1.65899, 3.95944], [-2.64532, -1.63158, 5.32140], [2.75568, -3.32739, 3.63919], [4.32800, -5.00346, 2.70514], [1.54607, -8.09337, 3.51299], [-0.01429, -6.43379, 4.52579]],
  "e_homo_ha": -0.3904,
  "relative_energy_kcal_mol": 13.6,
  "orbital_gap_ev": 7.421,
  "charge": 1
}